--- w ---
Formula: C10H12O3
Source: the Open Molecules 2025 dataset
Level of theory: ωB97M-V with the def2-TZVPD basis set

```
25
Properties=species:S:1:pos:R:3:mulliken_charge:R:1
C 3.452 -0.401 0.482 -1.348
C 2.050 -0.419 0.047 1.050
C 1.395 -1.579 -0.060 -0.942
C -0.066 -1.580 -0.172 -0.564
C -0.610 -0.340 -0.432 1.016
C -2.844 -1.037 -0.341 -0.226
C -3.517 0.237 0.039 0.492
C 0.089 0.839 -0.769 -1.674
C 1.374 0.855 -0.320 0.995
C 1.916 2.102 -0.248 -0.905
H 3.868 -1.476 0.821 0.289
H 3.862 0.187 1.437 0.272
H 4.229 -0.198 -0.233 0.337
H 1.745 -2.461 0.488 0.270
H -0.728 -2.542 -0.116 0.191
H -2.759 -1.868 0.464 0.296
H -3.831 -1.486 -0.928 0.248
H -5.317 1.211 0.829 0.410
H -0.508 1.723 -0.884 0.417
H 2.092 2.194 0.930 0.267
H 0.693 2.588 -0.058 0.218
H 2.872 2.698 -0.543 0.314
O -1.866 -0.764 -1.137 -0.331
O -4.573 0.240 0.957 -0.593
O -3.020 1.277 -0.252 -0.500
```

molar mass: 180.2 g/mol
multiplicity: 1
gap between HOMO and LUMO: 8.816 eV
highest occupied orbital energy: -8.442 eV


--- x ---
Formula: C10H12O3
Source: the Open Molecules 2025 dataset
Level of theory: ωB97M-V with the def2-TZVPD basis set

```
25
Properties=species:S:1:pos:R:3:mulliken_charge:R:1
C 2.155 -1.282 1.748 -1.326
C 0.786 -0.973 1.142 0.732
C 0.349 -1.652 0.031 -0.749
C -0.861 -1.186 -0.744 -1.275
C -0.826 0.311 -0.881 1.614
C -2.117 0.825 -1.503 -1.869
C 0.383 0.690 -1.765 0.259
O 0.529 0.184 -2.865 -0.596
O 1.206 1.585 -1.276 -0.287
C 0.810 1.901 -0.043 0.370
O 1.384 2.683 0.691 -0.590
C -0.412 1.118 0.397 0.125
C -0.072 0.195 1.604 -1.020
H 1.970 -1.454 2.793 0.340
H 2.839 -0.430 1.647 0.297
H 2.615 -2.127 1.214 0.367
H 0.961 -2.476 -0.375 0.254
H -1.769 -1.498 -0.244 0.408
H -0.850 -1.626 -1.740 0.460
H -2.301 0.325 -2.455 0.397
H -2.068 1.903 -1.686 0.436
H -2.997 0.592 -0.872 0.416
H -1.210 1.807 0.767 0.342
H 0.494 0.777 2.354 0.490
H -0.998 -0.192 2.062 0.404
```

molar mass: 180.2 g/mol
multiplicity: 1
gap between HOMO and LUMO: 10.001 eV
highest occupied orbital energy: -9.366 eV


Which structure is the least stable? The one labeled w.


--- w ---
Formula: C5H8O5
Source: the Open Molecules 2025 dataset
Level of theory: ωB97M-V with the def2-TZVPD basis set

```
18
Properties=species:S:1:pos:R:3:mulliken_charge:R:1
O -2.690 -1.046 2.059 -0.580
C -2.891 -1.040 0.794 0.215
H -3.856 -1.408 0.398 0.361
O -2.087 -0.427 0.058 -0.593
C 0.305 -0.271 0.373 -0.657
C 1.020 0.741 -0.515 0.303
C 2.149 0.240 -1.429 -0.521
O 1.375 0.640 -2.603 -0.355
C 0.384 1.143 -1.839 0.538
O -0.494 1.868 -2.204 -0.557
H 1.143 -0.820 0.836 0.362
H 0.073 -1.161 -0.235 0.405
H 1.326 1.617 0.073 0.346
H 3.093 0.791 -1.377 0.272
H 2.308 -0.844 -1.431 0.311
O -0.149 0.258 2.025 -0.658
H -1.614 -0.498 2.398 0.521
H 0.604 0.216 2.619 0.286
```

molar mass: 148.1 g/mol
multiplicity: 1
gap between HOMO and LUMO: 9.931 eV
highest occupied orbital energy: -9.982 eV


--- x ---
Formula: C5H8O5
Source: the Open Molecules 2025 dataset
Level of theory: ωB97M-V with the def2-TZVPD basis set

```
18
Properties=species:S:1:pos:R:3:mulliken_charge:R:1
C -1.702 0.095 0.902 -1.479
C -0.302 -0.388 0.590 0.766
O 0.285 -1.165 1.585 -0.555
C 0.608 0.460 -0.072 0.344
C 1.937 0.930 0.414 -0.445
O 2.617 1.778 -0.481 -0.532
O 0.310 0.594 -1.336 -0.492
C -0.455 -0.840 -1.423 0.633
O 0.191 -1.769 -1.826 -0.582
O -1.730 -0.541 -1.796 -0.438
H -2.044 0.838 0.187 0.392
H -2.411 -0.735 0.881 0.359
H -1.708 0.544 1.902 0.445
H -0.385 -1.453 2.213 0.333
H 2.503 0.011 0.644 0.245
H 1.822 1.461 1.363 0.309
H 2.482 1.449 -1.380 0.345
H -2.016 -1.269 -2.369 0.352
```

molar mass: 148.1 g/mol
multiplicity: 1
gap between HOMO and LUMO: 7.960 eV
highest occupied orbital energy: -8.120 eV


Which structure is the least stable? The one labeled w.


--- w ---
Formula: C5H33N2O11
Source: the Open Molecules 2025 dataset
Level of theory: ωB97M-V with the def2-TZVPD basis set

```
51
Properties=species:S:1:pos:R:3:mulliken_charge:R:1
C -3.274 1.152 -0.348 -0.739
O -3.764 0.132 -1.157 -0.509
C -1.979 0.722 0.311 0.548
C -1.250 1.600 1.305 -0.553
C -0.097 2.313 0.631 -0.242
C 0.869 2.956 1.394 -0.954
N 1.657 3.793 0.578 -0.427
N -2.266 -0.653 1.112 -0.248
H -3.188 2.224 -0.778 0.365
H -4.067 1.301 0.470 0.302
H -3.700 0.424 -2.091 0.361
H -1.296 0.386 -0.417 -0.133
H -0.872 0.950 2.104 0.250
H -1.949 2.534 1.676 0.303
H -0.066 2.212 -0.407 0.802
H 1.032 2.974 2.441 0.492
H 1.654 3.488 -0.525 0.282
H 2.398 4.214 0.948 0.179
H -3.039 -0.555 1.690 0.305
H -1.438 -0.765 1.898 0.207
H -2.362 -1.428 0.503 0.342
H -0.401 -3.286 1.733 0.321
H -1.833 -3.977 1.773 0.285
O -1.380 -3.085 1.730 -0.570
H 1.833 -2.112 -1.704 0.294
H 3.475 -2.094 -2.070 0.279
O 2.610 -2.104 -2.409 -0.603
H 3.148 0.144 -4.875 0.184
H 2.713 -0.949 -4.027 0.285
O 2.727 -0.060 -4.223 -0.490
H -0.540 -2.382 4.409 0.318
H -1.339 -1.276 5.156 0.284
O -1.010 -1.447 4.272 -0.588
H -0.524 4.928 -0.589 0.360
H -2.054 4.513 -0.254 0.305
O -1.546 5.187 -0.552 -0.630
H 1.868 0.222 -2.131 0.273
H 0.308 0.344 -1.572 0.435
O 1.372 0.413 -1.343 -0.617
H 1.226 -1.100 1.175 0.197
H 0.468 0.038 0.406 0.086
O 0.404 -0.620 1.078 -0.345
H 2.203 -4.618 2.004 0.294
H 1.240 -4.846 0.806 0.314
O 1.279 -4.512 1.684 -0.637
H -0.356 -0.494 -5.524 0.309
H 0.496 -0.963 -4.345 0.354
O -0.394 -1.008 -4.723 -0.648
H 4.023 -0.975 0.615 0.306
H 3.637 -2.195 1.447 0.239
O 3.344 -1.663 0.713 -0.528
```

charge: +1
molar mass: 297.3 g/mol
multiplicity: 1
gap between HOMO and LUMO: 7.941 eV
highest occupied orbital energy: -10.500 eV


--- x ---
Formula: C5H33N2O11
Source: the Open Molecules 2025 dataset
Level of theory: ωB97M-V with the def2-TZVPD basis set

```
51
Properties=species:S:1:pos:R:3:mulliken_charge:R:1
C 0.239 2.443 2.319 -0.736
O -1.218 2.255 2.311 -0.519
C 0.585 2.461 0.779 0.169
C -0.018 1.192 0.036 -1.078
C 0.488 0.805 -1.283 0.642
C 1.395 -0.103 -1.605 -0.951
N -0.152 1.530 -2.409 0.150
N 1.978 2.495 0.479 -0.504
H 0.357 3.478 2.668 0.437
H 0.708 1.714 3.021 0.267
H -1.557 3.145 2.428 0.312
H 0.063 3.316 0.276 0.284
H -1.139 1.213 0.172 0.531
H 0.134 0.326 0.620 0.192
H 1.754 -0.422 -2.593 0.374
H 1.679 -0.880 -0.918 0.037
H -0.628 0.844 -3.070 0.413
H 0.524 1.979 -3.034 0.405
H -0.806 2.204 -2.036 0.310
H 2.586 1.758 0.828 0.236
H 2.444 3.378 0.568 0.251
H -3.335 1.276 -1.625 0.344
H -3.325 2.372 -2.711 0.271
O -2.781 1.989 -2.018 -0.612
H -1.301 -1.438 -3.348 0.335
H -0.008 -1.141 -4.016 0.312
O -0.833 -0.690 -3.788 -0.702
H -2.346 -1.146 3.571 0.345
H -2.045 -0.201 2.630 0.315
O -2.313 -1.142 2.596 -0.688
H 1.710 -2.375 4.619 0.318
H 2.912 -2.373 3.633 0.317
O 2.028 -2.003 3.789 -0.672
H -2.208 -3.050 -1.827 0.303
H -0.734 -2.813 -1.178 0.381
O -1.567 -2.404 -1.525 -0.668
H -0.865 -1.843 2.339 0.388
H 0.701 -2.290 2.755 0.329
O -0.023 -2.299 2.098 -0.742
H -3.962 -0.609 -0.191 0.310
H -3.163 -1.167 -1.334 0.302
O -3.675 -0.382 -1.089 -0.654
H 0.073 -2.819 0.535 0.427
H 0.526 -4.287 0.244 0.283
O 0.509 -3.408 -0.140 -0.709
H 2.837 2.919 -2.853 0.297
H 2.579 2.238 -1.434 0.306
O 2.286 2.293 -2.355 -0.615
H 3.340 -3.531 1.089 0.304
H 2.384 -2.213 0.813 0.314
O 3.185 -2.592 1.167 -0.659
```

charge: +1
molar mass: 297.3 g/mol
multiplicity: 1
gap between HOMO and LUMO: 10.110 eV
highest occupied orbital energy: -12.238 eV


Which structure is the least stable? The one labeled w.